No. 1
8
Properties=species:S:1:pos:R:3:lowdin_charge:R:1 method="wB97M-V/def2-TZVPD" gap_ha="0.230 / 0.303" de_lowest_kcal_mol=57.01 multiplicity=1
C 1.02479 0.75979 -0.68193 -0.301
C -1.20521 -0.29052 -0.17103 -0.326
C 0.02154 0.41750 0.23268 -0.717
N 1.84332 1.06335 -1.42765 0.227
O -1.50243 -0.52032 -1.30988 0.108
Cl 0.11960 1.05685 1.77991 0.797
Cl 1.54069 -1.93016 0.89197 0.089
H -1.84230 -0.55649 0.68593 0.123

No. 2
93
Properties=species:S:1:pos:R:3:lowdin_charge:R:1 method="wB97M-V/def2-TZVPD" gap_ha=0.307 multiplicity=1
N 2.10784 0.06044 1.74435 0.038
C 1.54252 0.67102 2.79556 -0.162
C 2.32529 0.57647 3.91400 -0.100
C 3.47260 -0.09951 3.50023 -0.121
C 3.33240 -0.37752 2.16121 -0.149
H 1.58959 -0.02715 0.87484 0.117
H 0.56374 1.08314 2.75414 0.099
H 2.11895 1.01172 4.86028 0.089
H 4.39007 -0.34162 4.01605 0.101
H 3.93197 -0.95858 1.50819 0.079
N 0.34692 5.23354 -1.70550 -0.004
C 0.35914 5.56946 -0.39664 -0.154
C -0.79932 5.09390 0.17600 -0.119
C -1.50856 4.42310 -0.81615 -0.141
C -0.74945 4.43838 -1.95942 -0.143
H 1.16337 5.33922 -2.34197 0.167
H 1.20354 6.10609 -0.01076 0.104
H -1.18629 5.09663 1.18666 0.093
H -2.46071 3.91758 -0.78493 0.081
H -0.87947 3.86931 -2.90766 0.111
N 1.06403 -2.99151 1.71587 0.043
C -0.26769 -3.09099 1.99602 -0.157
C -0.76831 -4.22390 1.40960 -0.122
C 0.32501 -4.91514 0.81895 -0.116
C 1.43326 -4.12243 0.98390 -0.128
H 1.70995 -2.26278 1.94467 0.105
H -0.85659 -2.25307 2.40700 0.111
H -1.76088 -4.62378 1.40926 0.082
H 0.32187 -5.88525 0.35474 0.089
H 2.49139 -4.18768 0.74890 0.100
N -3.74964 0.36059 1.35711 0.044
C -2.78639 0.94520 2.13236 -0.144
C -2.55894 0.20417 3.31449 -0.083
C -3.62763 -0.78112 3.24714 -0.146
C -4.24872 -0.72350 2.06826 -0.169
H -4.05583 0.53726 0.42387 0.090
H -2.36815 1.89491 1.76233 0.108
H -1.90586 0.37869 4.14072 0.074
H -3.86949 -1.58938 3.98735 0.110
H -5.04166 -1.33139 1.66365 0.094
N -5.12717 -0.02674 -1.49445 0.008
C -3.93787 0.54188 -2.04617 -0.089
C -4.30049 1.88596 -2.32059 -0.144
C -5.56240 2.13226 -1.89746 -0.143
C -6.09681 0.96816 -1.42267 -0.119
H -5.29358 -1.01589 -1.36861 0.061
H -2.94235 0.10569 -2.19167 0.093
H -3.61559 2.60005 -2.73662 0.083
H -6.15250 3.07609 -2.06973 0.121
H -6.96359 0.62625 -0.93116 0.098
N -3.55867 -2.98903 -1.81686 0.025
C -4.55788 -2.87055 -2.70999 -0.135
C -5.71917 -2.92598 -1.98440 -0.153
C -5.42845 -3.09909 -0.63462 -0.112
C -4.03935 -3.04234 -0.55626 -0.134
H -2.57161 -3.04540 -2.06628 0.156
H -4.39467 -2.79016 -3.73731 0.103
H -6.67854 -2.88359 -2.47447 0.107
H -6.15551 -3.15686 0.15635 0.100
H -3.39307 -3.08735 0.32061 0.103
N 4.82632 2.61197 2.05298 0.025
C 6.12451 2.77560 1.67819 -0.142
C 6.10462 3.15595 0.34162 -0.117
C 4.72953 3.23201 -0.06810 -0.125
C 3.98484 2.93256 1.01859 -0.155
H 4.48084 2.27421 2.94833 0.133
H 7.01561 2.65405 2.29689 0.112
H 6.95793 3.29865 -0.31641 0.088
H 4.39713 3.51217 -1.03899 0.079
H 2.92119 2.79948 0.97754 0.101
N 5.11876 -0.78255 -0.81710 0.025
C 6.20196 -0.86814 0.02131 -0.138
C 6.33378 -2.18031 0.35662 -0.115
C 5.22147 -2.89760 -0.16693 -0.142
C 4.51010 -2.05029 -0.92397 -0.140
H 4.69940 0.06004 -1.15684 0.130
H 6.60756 0.05853 0.33325 0.092
H 7.04682 -2.67111 1.06409 0.109
H 5.06289 -3.93982 -0.03030 0.084
H 3.61453 -2.25738 -1.47924 0.085
N 0.35410 -1.89910 -1.24328 0.040
C 0.96930 -1.36718 -2.33284 -0.151
C 0.86343 -0.01033 -2.30294 -0.137
C 0.07797 0.34101 -1.20977 -0.084
C -0.21161 -0.87813 -0.53617 -0.133
H 0.19557 -2.84566 -1.13739 0.096
H 1.43535 -2.04286 -3.08662 0.129
H 1.31573 0.54983 -3.00986 0.066
H -0.28403 1.35293 -0.90727 0.111
H -0.73215 -1.23446 0.33835 0.087
O -1.15653 1.45449 -4.58376 -0.045
H -1.85031 1.24718 -5.17547 0.013
H -0.79123 0.58633 -4.37683 0.019

No. 3
23
Properties=species:S:1:pos:R:3:lowdin_charge:R:1 method="wB97M-V/def2-TZVPD" gap_ha="0.292 / 0.227" multiplicity=1
C 2.88786 1.36391 0.40428 -0.086
C 1.91250 1.20287 1.35086 -0.157
C 2.52880 1.87189 -0.88066 -0.085
C 0.61251 1.42045 1.11760 -0.217
C 1.17707 1.95987 -1.20188 -0.125
C 0.21086 1.83826 -0.10844 -0.600
C -2.65939 -1.31092 -0.21876 -0.138
C -0.11810 -1.31952 -0.17354 -0.167
C -1.28610 -1.15590 -0.90815 -0.229
P -1.42246 2.22995 -0.68350 0.548
Cl -2.62722 2.28984 0.92018 0.138
H 3.92003 0.91198 0.66336 0.133
H 2.08448 0.75031 2.37585 0.136
H 3.28709 2.11538 -1.58979 0.088
H -0.10090 1.34249 1.91168 0.092
H 0.89639 2.32017 -2.26846 0.123
H -2.82107 -0.58606 0.60272 0.033
H -3.31024 -1.10976 -1.06661 0.054
H -2.68539 -2.39393 0.17590 0.099
H -0.31752 -2.04229 0.54580 0.058
H 0.59039 -0.54795 0.42287 0.112
H 0.71279 -1.63277 -0.80229 0.084
H -1.48449 -0.99807 -2.02023 0.108

No. 4
84
Properties=species:S:1:pos:R:3:lowdin_charge:R:1 method="wB97M-V/def2-TZVPD" gap_ha=0.324 multiplicity=1
C 2.53182 1.42865 0.40128 -0.132
C 1.49292 1.30343 1.61708 -0.255
C 0.26847 0.28744 1.35449 -0.187
C -0.14728 0.12968 -0.18179 -0.222
N 0.56434 -0.92840 -0.92555 -0.010
C 0.21274 -1.05093 -2.33969 -0.319
O 1.41031 -1.53933 -3.03691 -0.079
C 1.56457 -2.96567 -2.87464 -0.266
C 1.26206 -3.82362 -4.19735 -0.255
C -0.04078 -4.77558 -3.91758 -0.070
C 0.90913 -2.95663 -5.49236 -0.180
C 2.11125 -2.04160 -6.04302 -0.228
C 1.40775 -0.68418 -6.61318 -0.127
C 3.10504 -3.23733 -2.42351 -0.456
O 4.01081 -3.16581 -3.53754 -0.212
C 5.29915 -2.62300 -3.16993 -0.186
C 6.04119 -2.29182 -4.57629 -0.060
C 7.48852 -1.66322 -4.38351 -0.398
O 8.22275 -1.88203 -3.40390 0.074
O 7.95437 -0.82506 -5.45115 0.038
P 3.20312 -4.97417 -1.65131 0.623
O 1.87284 -5.24602 -0.59064 -0.406
Br 5.02621 -5.11506 -0.25476 0.217
N -1.02431 -1.78638 -2.69419 -0.068
C -1.69656 -2.48910 -1.57398 -0.083
C -2.00205 -0.97512 -3.43944 -0.373
C -2.59988 -1.64997 -4.78527 -0.007
O -2.42511 0.15161 -3.10165 0.063
H 2.17578 2.30362 -0.25287 0.077
H 3.56750 1.66191 0.84359 0.075
H 2.63248 0.47608 -0.21167 0.062
H 1.09981 2.32754 1.97310 0.072
H 2.09569 0.89781 2.51490 0.104
H -0.65084 0.76518 1.88679 0.065
H 0.42484 -0.71774 1.89855 0.116
H 0.06092 1.13406 -0.71166 0.132
H -1.28788 -0.00253 -0.22846 0.105
H 0.69242 -1.80543 -0.41801 0.109
H 0.08149 0.02333 -2.74389 0.175
H 0.94052 -3.32286 -1.97436 0.109
H 2.09435 -4.54786 -4.49347 0.134
H -0.80075 -4.59534 -4.74465 0.066
H 0.32348 -5.87103 -3.88528 0.083
H -0.51965 -4.58006 -2.90367 0.051
H 0.67712 -3.71448 -6.33460 0.128
H -0.02470 -2.31109 -5.39553 0.078
H 2.70731 -2.50973 -6.89132 0.105
H 2.81107 -1.66596 -5.20706 0.090
H 0.68399 -0.99586 -7.44326 0.075
H 2.17064 0.09227 -6.95546 0.071
H 0.75742 -0.26672 -5.76608 0.066
H 3.39210 -2.48938 -1.58956 0.134
H 5.93715 -3.46341 -2.70052 0.112
H 5.25329 -1.72423 -2.47287 0.145
H 6.08589 -3.26642 -5.18970 0.145
H 5.33537 -1.59147 -5.16300 0.121
H 7.27700 -0.82156 -6.17214 0.108
H 1.28235 -5.94272 -0.95027 0.047
H -2.44318 -3.26182 -2.00067 0.107
H -2.35252 -1.76720 -0.95364 0.101
H -1.00931 -3.07265 -0.88069 0.094
H -2.22482 -2.74106 -4.81494 0.064
H -3.73993 -1.67843 -4.70440 0.091
H -2.21978 -1.14351 -5.73014 0.088
C -1.13341 4.20837 4.35876 -2.016
Cl -0.30954 4.34719 5.92645 0.517
Cl -2.71956 5.00092 4.45219 0.499
Cl -0.15245 4.99286 3.10269 0.523
Cl -1.35108 2.49221 3.95416 0.537
C -4.87858 8.00555 6.86890 -2.011
Cl -4.89286 9.36278 8.01463 0.525
Cl -6.27156 6.94910 7.18589 0.488
Cl -4.97536 8.63031 5.20888 0.523
Cl -3.37352 7.08179 7.06419 0.477
C -5.71820 4.07149 10.20476 -2.001
Cl -4.74168 3.68347 11.63763 0.518
Cl -4.82475 5.20087 9.16569 0.467
Cl -6.06222 2.58096 9.30111 0.522
Cl -7.24541 4.82122 10.71524 0.489
C -8.13191 6.82971 14.17840 -2.026
Cl -7.52674 5.17071 14.36935 0.503
Cl -9.90777 6.82036 14.21796 0.515
Cl -7.51540 7.84067 15.50241 0.517
Cl -7.57798 7.48743 12.62393 0.492

No. 5
46
Properties=species:S:1:pos:R:3:mulliken_spin:R:1 method="wB97M-V/def2-TZVPD" gap_ha="0.188 / 0.219" multiplicity=3 charge=-1
Ni -0.07212 -0.35262 -0.12736 1.248
C 0.56530 0.97786 -4.03301 0.071
C -0.67136 1.45851 -4.48917 0.006
C -1.69580 1.60834 -3.60004 0.041
C -1.53908 1.24506 -2.23234 -0.004
N -0.31813 0.76740 -1.81829 0.066
C 0.67773 0.66964 -2.69603 -0.004
N -2.61097 1.37207 -1.45738 0.032
C -2.65711 1.02274 -0.17414 0.176
N -1.66848 0.48886 0.59136 0.007
C -2.09817 0.30920 1.86920 0.184
N -1.42300 -0.16141 2.91149 0.037
C -0.14385 -0.52793 2.87479 -0.014
C 0.38136 -1.09292 4.07005 0.043
C 1.66405 -1.55781 4.12231 0.008
C 2.48135 -1.42296 2.99082 0.067
C 1.93512 -0.83422 1.87072 -0.014
N 0.67601 -0.41659 1.78013 0.075
C -3.48144 0.70294 1.93877 0.126
C -4.42168 0.67053 2.95645 -0.008
C -5.71356 1.06347 2.66770 0.040
C -6.06584 1.50734 1.38766 0.036
C -5.13337 1.56948 0.37107 -0.002
C -3.83736 1.15522 0.63938 0.123
H 1.40000 0.84506 -4.70352 0.006
H -0.80373 1.70355 -5.53590 0.002
H -2.66349 1.97909 -3.89743 0.004
H 1.62909 0.31754 -2.30477 -0.012
H -0.28850 -1.16290 4.91172 0.004
H 2.04798 -2.03079 5.01860 0.002
H 3.49980 -1.78327 2.99001 0.005
H 2.55458 -0.69146 0.98905 -0.002
H -4.13455 0.33106 3.94200 0.005
H -6.47019 1.02697 3.44355 0.005
H -7.09038 1.80526 1.19522 0.005
H -5.39076 1.91811 -0.61962 0.005
C -1.96282 -2.19654 -2.33626 -0.002
O -1.58769 -2.81732 -1.13012 -0.037
C -0.55830 -2.31619 -0.44038 -0.349
C -0.43397 -3.20138 0.78167 0.037
H -2.99487 -1.85202 -2.24584 0.000
H -1.88511 -2.93018 -3.14424 0.010
H -1.31844 -1.34077 -2.54212 0.003
H -0.79200 -4.21120 0.56897 -0.008
H -1.06422 -2.76890 1.56439 -0.014
H 0.59018 -3.22113 1.14802 -0.007

No. 6
109
Properties=species:S:1:pos:R:3:lowdin_charge:R:1 method="wB97M-V/def2-TZVPD" gap_ha=0.237 de_lowest_kcal_mol=66.16 multiplicity=1
Sn 0.55406 -0.96187 0.25418 1.448
O 0.77793 -0.73193 6.37164 0.095
C 1.05389 -0.91728 5.06724 -0.259
C 1.80351 0.00821 4.32065 0.095
C 1.99075 -0.25254 2.98317 -0.169
N 1.45515 -1.31822 2.42333 0.059
C 0.78635 -2.20912 3.10745 -0.182
C 0.55952 -2.07827 4.45810 0.095
C 0.31659 -3.34031 2.18904 -0.568
O -0.06650 -4.36945 2.70679 0.087
O 0.36988 -3.01131 0.91475 -0.194
C 2.79499 0.55561 1.99277 -0.600
O 3.55765 1.41470 2.40599 0.065
O 2.58151 0.18265 0.78072 -0.150
H 1.17589 0.08813 6.68344 0.119
H 2.22468 0.90654 4.75684 0.137
H 0.01079 -2.82446 5.01506 0.141
O -1.35741 -1.07637 -3.78310 0.072
C -0.46805 -1.28079 -2.98340 -0.694
O -0.29817 -0.66235 -1.84646 -0.261
C 0.59440 -2.34005 -3.29331 -0.216
P 1.78443 -2.45090 -1.92161 1.073
C 2.79236 -3.88841 -2.40727 -0.353
C 2.47782 -5.13449 -1.86552 -0.088
C 3.20966 -6.25602 -2.23058 -0.079
C 4.26455 -6.13258 -3.12342 -0.081
C 4.57387 -4.89354 -3.67252 -0.073
C 3.84158 -3.77041 -3.31719 -0.078
C 2.93362 -1.06061 -2.19553 -0.399
C 2.68394 -0.01497 -3.08134 -0.086
C 3.56749 1.05444 -3.15568 -0.081
C 4.68608 1.09548 -2.33726 -0.075
C 4.92687 0.06738 -1.43467 -0.064
C 4.05677 -1.00628 -1.36814 -0.118
H 1.09577 -2.09046 -4.22871 0.105
H 0.09923 -3.30252 -3.42088 0.105
H 1.66618 -5.21561 -1.14960 0.105
H 2.96460 -7.22347 -1.81134 0.106
H 4.85298 -7.00189 -3.38938 0.105
H 5.39070 -4.80255 -4.37725 0.106
H 4.08613 -2.80389 -3.74031 0.109
H 1.81191 -0.03272 -3.72354 0.103
H 3.37046 1.86770 -3.84416 0.110
H 5.37078 1.93258 -2.39910 0.108
H 5.78582 0.11447 -0.77768 0.113
H 4.23776 -1.81380 -0.66626 0.118
C -2.93341 -0.66336 0.80515 -0.217
N -2.22667 -1.96209 0.79483 -0.092
C -2.81760 -2.79339 -0.27175 -0.151
N -4.25067 -2.98758 -0.05662 -0.081
C -4.91118 -1.67632 -0.01887 -0.159
N -4.36645 -0.81445 1.04187 -0.076
C -4.55182 -1.50028 2.32578 -0.166
N -3.89498 -2.80909 2.34175 -0.078
C -2.46841 -2.63291 2.09191 -0.165
C -4.44765 -3.62350 1.25213 -0.161
H -2.77967 -0.18742 -0.16388 0.094
H -2.49854 -0.04348 1.58869 0.094
H -2.31456 -3.76234 -0.27721 0.134
H -2.66011 -2.30133 -1.23455 0.126
H -5.97528 -1.82988 0.16607 0.123
H -4.78360 -1.17572 -0.98036 0.130
H -5.61960 -1.63482 2.50515 0.124
H -4.13480 -0.88054 3.12298 0.127
H -1.99161 -3.60609 2.08780 0.106
H -2.03206 -2.02631 2.88921 0.131
H -5.51681 -3.76227 1.41738 0.124
H -3.95173 -4.59585 1.25791 0.129
C -3.19606 2.72242 0.84440 -0.085
C -1.82217 3.22569 1.30887 -0.572
C -1.54658 2.57390 2.67783 -0.098
C -1.87400 4.74764 1.45188 -0.080
P -0.51283 2.60555 0.05738 0.934
N -0.33865 1.07033 0.47874 -0.272
C 1.09755 3.58586 0.29939 -0.565
C 1.38128 3.50181 1.80850 -0.091
C 2.22136 2.84930 -0.45478 -0.098
C 1.07710 5.05547 -0.13149 -0.077
C -1.13266 2.83191 -1.71924 -0.583
C -1.70733 4.22923 -1.97671 -0.075
C 0.06660 2.59756 -2.64832 -0.083
C -2.17187 1.74826 -2.03539 -0.089
H -3.92873 2.94568 1.62504 0.093
H -3.19133 1.64717 0.69068 0.040
H -3.52820 3.21538 -0.06633 0.061
H -2.46720 2.59894 3.26879 0.085
H -0.77197 3.08955 3.24071 0.063
H -1.24531 1.53387 2.55413 0.043
H -2.72833 4.99817 2.08878 0.092
H -2.01452 5.25108 0.49512 0.066
H -0.98493 5.14917 1.93379 0.060
H 1.20236 2.49291 2.17719 0.053
H 0.77633 4.20908 2.37580 0.064
H 2.43179 3.72849 1.99689 0.089
H 2.02594 1.78671 -0.54180 0.037
H 3.15610 2.94184 0.10267 0.091
H 2.38191 3.25815 -1.45117 0.064
H 0.28221 5.62866 0.34286 0.058
H 0.99353 5.16624 -1.21319 0.064
H 2.02976 5.50417 0.16838 0.095
H -1.02148 5.02027 -1.67462 0.058
H -2.66214 4.38556 -1.47550 0.064
H -1.88153 4.33415 -3.05195 0.092
H 0.76659 3.43158 -2.63181 0.065
H -0.30419 2.49208 -3.67208 0.097
H 0.59035 1.67671 -2.39065 0.053
H -3.12495 1.91168 -1.53816 0.062
H -1.78894 0.76864 -1.77253 0.028
H -2.35639 1.73971 -3.11347 0.095

No. 7
15
Properties=species:S:1:pos:R:3:lowdin_charge:R:1 method="wB97M-V/def2-TZVPD" gap_ha=0.410 de_lowest_kcal_mol=113.82 multiplicity=1 charge=+1
C -1.09627 -0.67133 0.37885 0.029
C 0.60721 -0.47942 -0.24934 -0.604
N -1.79565 0.52475 -0.17727 0.217
O 1.57822 -1.29882 0.11314 0.111
O 0.37301 -0.55805 -1.58279 0.076
O 2.08592 1.00878 0.83074 -0.009
O 0.77805 0.87687 0.23132 -0.108
H -1.42999 -1.53823 -0.00161 0.080
H -0.97676 -0.64497 1.50386 0.160
H -2.67548 0.50694 0.30286 0.168
H -1.74277 0.43954 -1.15322 0.145
H -1.21113 1.23960 0.28313 0.163
H 2.21390 -0.71983 0.75182 0.198
H 1.22508 -0.73339 -2.07894 0.176
H 2.06665 2.04755 0.84745 0.200

No. 8
12
Properties=species:S:1:pos:R:3:lowdin_charge:R:1 method="wB97M-V/def2-TZVPD" gap_ha=0.328 de_lowest_kcal_mol=11.73 multiplicity=1 charge=+1
C 0.02520 -0.30051 -0.27544 -0.479
N 0.23608 -0.76859 0.85516 0.057
N 0.49857 2.17475 2.58316 0.260
N 0.52557 -0.06169 1.91515 0.015
N 0.46459 1.11513 2.24462 -0.161
N 0.18174 0.94573 -0.74293 0.204
N -0.52356 -1.31707 -1.16386 0.250
H -0.02217 1.31488 -1.64033 0.117
H 0.65351 1.55363 -0.08344 0.110
H -0.25643 -1.34072 -2.15454 0.181
H -1.53840 -1.08749 -0.95400 0.208
H -0.24470 -2.22804 -0.58354 0.239

no.,DFT total energy (eV)
1,-31705.93375
2,-53549.49835
3,-31335.15161
4,-318347.68848
5,-72610.70889
6,-89001.82870
7,-11872.83403
8,-10047.38384